The following is a quantum chemistry calculation of a molecular structure, C66H169F12HgN11O35S4, from OMol25.

Each line ends with the Mulliken charge.
Atoms and positions in Å:
Hg -1.048 1.980 -2.813  3.153
C -1.072 -0.791 0.831  -0.357
F -2.283 -0.260 0.569  -0.449
F -0.606 -0.358 1.991  0.326
F -1.095 -2.106 0.941  0.153
S 0.055 -0.379 -0.734  -0.289
O 1.351 -0.903 -0.461  0.864
O -0.698 -0.841 -1.874  -1.343
N 0.072 1.287 -0.790  -0.611
S 1.105 2.123 0.129  -1.059
O 0.682 3.499 0.095  -0.044
O 1.358 1.417 1.340  0.295
C 2.719 2.220 -0.943  -0.287
F 3.520 3.059 -0.194  -0.061
F 3.322 1.066 -1.108  0.218
F 2.478 2.781 -2.156  -0.299
C -0.012 4.674 -6.155  0.656
F -0.059 5.155 -7.418  -0.239
F 1.224 4.793 -5.693  -0.194
F -0.877 5.371 -5.393  -0.225
S -0.462 2.754 -6.361  0.787
O -1.915 2.754 -6.281  -0.606
O 0.249 2.230 -7.503  -0.607
N 0.157 2.053 -4.972  -0.180
S 1.135 0.805 -4.881  0.844
O 1.129 0.417 -3.521  -0.272
O 0.919 -0.177 -5.858  -0.637
C 2.892 1.495 -5.093  0.097
F 2.979 2.810 -4.771  -0.168
F 3.705 0.793 -4.241  0.001
F 3.251 1.344 -6.377  -0.222
C 7.013 1.751 -4.488  -0.409
O 8.368 1.363 -4.316  -0.577
H 6.970 2.785 -4.885  0.392
H 6.493 1.065 -5.151  0.219
H 6.506 1.680 -3.514  0.048
H 8.925 1.893 -4.931  0.312
C 6.248 5.190 0.133  -0.406
O 6.693 4.231 -0.787  -0.368
H 5.995 6.130 -0.328  0.373
H 5.402 4.745 0.574  -0.086
H 6.985 5.295 0.955  0.344
H 7.448 4.616 -1.265  0.215
C 7.383 -1.883 -3.636  -0.279
O 7.782 -1.237 -4.826  -0.562
H 6.713 -1.272 -2.985  0.053
H 6.761 -2.734 -3.940  0.011
H 8.218 -2.256 -3.024  0.427
H 8.254 -0.419 -4.533  0.405
C -7.856 -1.189 0.200  -0.803
O -6.464 -0.972 0.268  0.072
H -8.140 -2.133 0.706  0.253
H -8.484 -0.318 0.483  0.206
H -8.065 -1.415 -0.867  0.288
H -6.389 -0.176 0.838  -0.049
C -4.592 -3.014 -1.459  -0.369
O -4.068 -3.293 -2.744  -0.609
H -3.957 -2.349 -0.878  -0.158
H -5.532 -2.488 -1.559  0.179
H -4.776 -3.979 -0.959  0.496
H -3.486 -4.053 -2.738  0.350
C -3.780 4.965 -3.343  -0.263
O -3.710 3.670 -3.963  -0.465
H -3.128 5.676 -3.805  0.251
H -4.814 5.304 -3.428  0.373
H -3.578 4.873 -2.271  -0.226
H -2.979 3.683 -4.622  0.186
C 2.751 5.661 2.278  0.046
O 2.000 6.820 2.634  -0.498
H 3.591 5.505 2.940  0.592
H 2.100 4.795 2.310  -0.165
H 3.029 5.681 1.215  -0.174
H 2.607 7.566 2.765  0.253
C -5.348 -3.437 2.308  -0.224
O -5.512 -4.878 1.984  -0.505
H -6.276 -3.020 2.727  0.309
H -4.549 -3.373 3.083  0.159
H -5.019 -2.923 1.404  0.009
H -6.268 -4.849 1.380  0.257
O -0.393 4.087 -2.620  2.666
H -0.649 4.675 -1.885  -0.558
H 0.592 4.125 -2.644  -0.614
C 7.440 -2.092 7.459  -0.639
O 6.159 -2.180 6.874  -0.371
C 6.028 -2.929 5.692  -0.518
C 6.904 -2.437 4.554  -0.786
N 6.501 -1.148 4.040  0.259
C 7.049 -0.017 4.778  -0.776
C 6.883 1.235 3.992  -0.356
O 7.618 1.061 2.784  -0.440
C 7.398 2.124 1.857  -0.840
H 8.113 -1.425 6.923  0.218
H 7.943 -3.079 7.536  0.310
H 7.299 -1.761 8.467  0.267
H 5.014 -2.796 5.317  0.218
H 6.282 -3.973 5.862  0.421
H 6.719 -3.181 3.790  0.379
H 7.962 -2.512 4.862  0.592
H 6.746 -1.012 3.078  -0.055
H 8.132 -0.196 5.022  0.148
H 6.509 0.008 5.695  0.497
H 7.229 2.072 4.595  0.550
H 5.816 1.383 3.777  0.023
H 7.936 2.004 0.945  0.333
H 7.817 3.038 2.296  0.499
H 6.305 2.270 1.670  0.183
C -6.613 -6.698 7.330  -0.752
O -5.992 -7.204 6.202  -0.315
C -4.877 -6.422 5.926  -0.377
C -4.141 -6.991 4.714  -0.533
N -3.006 -6.133 4.305  -0.207
C -2.083 -6.764 3.391  -0.779
C -1.068 -5.813 2.759  0.010
O -0.403 -6.560 1.780  -0.452
C 0.587 -5.746 1.118  -0.500
H -5.923 -6.441 8.136  0.309
H -7.332 -7.433 7.698  0.257
H -7.111 -5.764 7.120  0.303
H -4.231 -6.391 6.807  0.332
H -5.152 -5.394 5.711  0.275
H -4.882 -7.178 3.912  0.227
H -3.682 -7.941 4.979  0.381
H -3.367 -5.295 3.857  0.077
H -2.598 -7.317 2.610  0.381
H -1.434 -7.425 3.958  0.264
H -0.341 -5.498 3.506  0.248
H -1.543 -4.949 2.300  0.077
H 1.095 -6.455 0.460  0.401
H 1.236 -5.224 1.820  0.451
H 0.089 -4.955 0.583  -0.024
C -3.599 -8.593 -3.697  -0.819
O -2.737 -7.612 -3.244  -0.324
C -3.115 -7.056 -2.004  -0.804
C -2.134 -6.089 -1.476  -0.063
N -1.955 -5.108 -2.540  -0.207
C -0.944 -4.110 -2.325  -0.355
C -0.466 -3.497 -3.640  0.344
O 0.065 -4.422 -4.522  -0.650
C 0.857 -3.847 -5.540  -0.072
H -3.885 -9.340 -2.947  0.309
H -3.107 -9.150 -4.506  0.238
H -4.486 -8.142 -4.149  0.318
H -3.326 -7.803 -1.248  0.560
H -4.082 -6.565 -2.130  0.311
H -1.144 -6.516 -1.206  0.174
H -2.453 -5.617 -0.532  0.058
H -1.750 -5.606 -3.397  0.400
H -0.015 -4.494 -1.832  0.305
H -1.222 -3.272 -1.692  -0.313
H 0.213 -2.683 -3.431  0.340
H -1.317 -3.085 -4.173  -0.147
H 1.104 -4.617 -6.243  0.095
H 1.800 -3.499 -5.067  -0.018
H 0.317 -3.053 -6.036  0.259
C -6.850 3.985 -0.768  -0.797
O -6.423 3.371 0.427  -0.031
C -7.476 2.707 1.069  -0.754
C -7.051 2.052 2.323  -0.724
N -6.024 1.044 2.178  0.782
C -5.568 0.402 3.391  -0.993
C -4.494 1.167 4.086  -0.079
O -3.460 1.414 3.170  0.661
C -2.471 2.240 3.714  -0.288
H -7.255 3.254 -1.446  0.394
H -6.031 4.590 -1.216  -0.003
H -7.623 4.770 -0.551  0.393
H -7.901 1.983 0.379  0.228
H -8.327 3.305 1.265  0.524
H -7.923 1.516 2.694  0.497
H -6.827 2.805 3.070  0.174
H -5.266 1.416 1.627  -0.355
H -5.153 -0.613 3.158  -0.370
H -6.404 0.271 4.093  0.713
H -4.100 0.577 4.947  0.422
H -4.882 2.147 4.436  -0.327
H -1.739 2.282 2.890  -0.365
H -1.971 1.807 4.570  0.438
H -2.799 3.262 3.923  -0.271
C 5.502 -0.836 0.247  -0.026
O 5.396 -1.954 1.108  -0.331
C 4.189 -2.721 1.031  -0.960
C 2.995 -2.151 1.787  1.422
N 3.358 -2.097 3.220  0.170
C 2.518 -1.101 3.906  0.496
C 1.247 -1.786 4.424  -0.026
O 0.260 -0.813 4.649  -0.074
C -1.054 -1.277 5.020  -0.725
H 6.514 -0.384 0.410  0.294
H 4.771 -0.059 0.464  -0.205
H 5.380 -1.075 -0.827  0.118
H 4.432 -3.692 1.417  0.490
H 3.942 -2.907 -0.028  -0.007
H 2.165 -2.847 1.607  -0.523
H 2.725 -1.160 1.429  -0.668
H 4.327 -1.842 3.303  -0.051
H 2.299 -0.285 3.219  -1.013
H 3.026 -0.635 4.745  0.553
H 1.480 -2.419 5.275  0.445
H 0.939 -2.503 3.613  -0.187
H -1.726 -0.451 5.263  0.030
H -0.875 -1.892 5.915  0.434
H -1.488 -1.908 4.229  0.210
C -3.471 6.302 2.229  -0.575
O -2.611 6.497 1.127  -0.499
C -1.325 5.976 1.318  0.604
C -0.518 6.491 0.182  -0.835
N -0.998 6.121 -1.154  -0.063
C -0.412 6.996 -2.228  -0.470
C 1.086 7.318 -2.152  -1.109
O 1.765 6.113 -2.504  -0.008
C 3.159 6.232 -2.338  -0.964
H -3.055 6.804 3.124  0.376
H -3.708 5.222 2.424  -0.035
H -4.392 6.748 1.927  0.388
H -1.341 4.857 1.286  -0.528
H -0.943 6.248 2.298  0.296
H 0.495 6.071 0.248  0.043
H -0.443 7.590 0.244  0.509
H -2.019 6.145 -1.146  0.046
H -1.033 7.904 -2.265  0.543
H -0.578 6.471 -3.147  0.050
H 1.466 7.725 -1.203  0.462
H 1.306 8.033 -2.942  0.603
H 3.591 5.249 -2.566  0.230
H 3.428 6.445 -1.300  0.210
H 3.580 7.080 -2.876  0.407
C -5.592 -0.624 -6.233  -0.883
O -4.302 -0.137 -5.855  -0.277
C -3.437 -1.163 -5.263  -0.887
C -2.275 -0.366 -4.611  0.163
N -2.703 0.721 -3.706  0.238
C -3.546 0.074 -2.674  -0.863
C -4.010 1.053 -1.619  0.348
O -2.855 1.806 -1.219  1.351
C -2.921 2.643 -0.078  1.120
H -5.558 -1.319 -7.076  0.308
H -6.149 0.244 -6.540  0.258
H -6.045 -1.178 -5.402  0.313
H -2.971 -1.847 -5.998  0.738
H -4.002 -1.795 -4.541  0.201
H -1.605 0.021 -5.388  -0.166
H -1.674 -1.030 -3.990  -0.137
H -3.210 1.350 -4.326  0.479
H -2.934 -0.727 -2.277  -0.635
H -4.348 -0.463 -3.130  0.738
H -4.456 0.526 -0.776  -0.681
H -4.760 1.747 -2.030  0.534
H -3.722 3.388 -0.186  -0.038
H -1.958 3.055 0.115  -0.957
H -3.181 2.026 0.783  -1.059
C 3.169 -7.621 -6.685  -0.814
O 3.891 -6.413 -6.700  -0.298
C 3.800 -5.743 -7.971  -0.599
C 4.744 -4.534 -7.933  -0.742
N 4.368 -3.588 -6.933  0.085
C 5.269 -2.553 -6.501  -1.448
C 4.580 -1.780 -5.362  0.682
O 4.382 -2.648 -4.298  -0.511
C 3.754 -2.071 -3.234  0.100
H 2.132 -7.432 -7.032  0.318
H 3.077 -7.980 -5.670  0.276
H 3.608 -8.441 -7.286  0.289
H 2.764 -5.410 -8.160  0.262
H 4.112 -6.325 -8.834  0.501
H 4.693 -4.129 -8.964  0.336
H 5.763 -4.935 -7.820  0.383
H 3.951 -4.024 -6.130  0.152
H 5.548 -1.938 -7.366  0.448
H 6.246 -2.944 -6.216  0.421
H 3.627 -1.358 -5.683  0.062
H 5.159 -0.902 -5.055  -0.072
H 3.429 -2.857 -2.544  0.502
H 2.828 -1.591 -3.517  -0.338
H 4.344 -1.349 -2.677  -0.298
C 1.157 2.252 4.425  -0.781
O 0.492 3.477 4.505  0.283
C 1.138 4.411 5.402  -0.743
C 0.184 5.521 5.767  -0.634
N -1.061 4.898 6.312  -0.243
C -2.079 5.841 6.721  -0.531
C -3.279 5.149 7.335  -0.712
O -4.013 4.325 6.408  -0.289
C -4.732 5.084 5.472  0.219
H 0.756 1.641 3.594  -0.592
H 0.942 1.640 5.298  0.629
H 2.222 2.415 4.198  0.444
H 2.083 4.754 4.971  0.313
H 1.340 3.876 6.325  0.434
H 0.020 6.054 4.823  0.077
H 0.640 6.110 6.539  0.518
H -1.425 4.262 5.630  0.223
H -2.382 6.496 5.872  0.134
H -1.656 6.468 7.525  0.479
H -3.887 5.910 7.837  0.439
H -2.866 4.561 8.171  0.306
H -5.279 4.410 4.821  -0.437
H -4.065 5.746 4.899  -0.047
H -5.445 5.734 5.929  0.468

HOMO level = -7.7 eV
Multiplicity = 1
Lowest unoccupied orbital energy = 0.20 eV